Here is 2 unconnected molecules or ions with the total composition C6H9NO from the Open Molecules 2025 dataset. Energies are from ωB97M-V/def2-TZVPD.

Last column: natural (NBO) charge in e.
Atoms and positions in Å:
H  3.4280  0.7243  -1.3389  0.224
C  -0.4053  -1.7796  -1.8826  -0.185
H  0.1072  -2.5581  -2.4417  0.212
H  -2.5413  -2.4080  -1.6833  0.214
H  1.3535  2.2058  -0.2980  0.213
H  -2.6363  2.9578  5.9671  0.513
C  2.3644  0.5449  -1.2874  -0.305
C  -1.6608  -1.8409  -1.4331  -0.408
H  -1.7241  1.4703  6.2498  0.514
C  0.5213  -0.7092  -1.5175  0.073
H  -0.6600  0.6303  -0.3800  0.411
O  -2.0968  2.3240  6.4142  -1.027
C  1.3310  1.2366  -0.7672  -0.057
H  2.4160  -1.4852  -2.2624  0.219
H  -1.8421  -1.1093  -0.6417  0.162
C  1.8683  -0.6860  -1.7938  -0.262
N  0.1773  0.4822  -0.9035  -0.512

Its structure (SMILES) is C=Cc1ccc[nH]1.O.

Here is a single C6H9NO molecule from the Open Molecules 2025 dataset. Energies are from ωB97M-V/def2-TZVPD.

Last column: natural (NBO) charge in e.
Atoms and positions in Å:
H  2.0002  0.5391  0.2986  0.354
H  0.1935  2.2525  1.1128  0.223
C  0.0534  -0.7109  0.3057  0.244
C  -0.1902  1.8541  0.1339  -0.648
C  -2.0328  0.1948  -0.1203  -0.325
C  -2.0941  -1.1564  -0.1473  0.112
C  1.4298  -1.2615  0.1546  -0.260
H  1.8647  -1.5561  1.1093  0.203
H  -2.8796  -1.9548  -0.2338  0.207
C  -0.6784  0.4578  0.0784  -0.112
H  1.3756  -2.1418  -0.5479  0.218
O  -0.8609  -1.7570  0.1386  -0.427
H  -2.8330  0.8925  -0.1284  0.236
N  2.3456  -0.2647  -0.2165  -0.830
H  -0.9467  2.5810  -0.2510  0.223
H  2.4802  -0.0454  -1.2470  0.367
H  0.7728  2.0768  -0.4398  0.215

Its structure (SMILES) is Cc1ccoc1CN.

Quick rundown of total energy, same order as above: -9903.78477, -9903.61816 eV
Quick rundown of ΔE to the lowest compared entry with this formula, charge and spin, same order as above: 175.54, 191.62 kJ/mol